(1)
{
  "formula": "C8H8O3",
  "method": "the ωB97M-V functional and the def2-TZVPD basis",
  "e_homo_ev": -7.8,
  "de_lowest_ev": 6.557,
  "homo_lumo_gap_ev": 8.6,
  "elements": ["O", "O", "O", "C", "C", "C", "C", "C", "C", "C", "C", "H", "H", "H", "H", "H", "H", "H", "H"],
  "positions_angstrom": [[3.79, -1.14, 0.87], [-2.06, -1.41, -0.84], [-1.97, 0.51, 0.43], [-2.72, -0.45, 1.06], [0.31, 2.02, 0.00], [-1.54, -0.08, -0.79], [2.15, 0.21, -0.27], [-0.55, 2.85, 0.11], [-2.77, -1.56, 0.33], [1.30, 1.04, -0.14], [3.23, -0.79, -0.38], [-0.44, -0.13, -0.81], [4.00, -0.41, -1.08], [2.83, -1.72, -0.80], [-1.31, 3.60, 0.21], [-3.27, -2.52, 0.48], [-3.17, -0.19, 2.00], [4.11, -0.34, 1.28], [-1.92, 0.50, -1.64]]
}


(2)
{
  "formula": "C8H8O4",
  "method": "the ωB97M-V functional and the def2-TZVPD basis",
  "e_homo_ev": -8.9,
  "de_lowest_ev": 2.036,
  "homo_lumo_gap_ev": 9.4,
  "elements": ["O", "O", "O", "O", "C", "C", "C", "C", "C", "C", "C", "C", "H", "H", "H", "H", "H", "H", "H", "H"],
  "positions_angstrom": [[2.75, -2.12, -0.28], [-2.42, 0.44, -0.75], [-2.47, -0.91, 1.00], [2.13, 2.55, 0.22], [-1.83, -0.28, 0.23], [-3.86, 0.24, -0.42], [0.58, -1.36, 0.00], [-0.33, -0.32, 0.14], [1.96, -1.05, -0.17], [2.40, 0.23, -0.02], [1.47, 1.34, 0.10], [0.14, 0.98, 0.20], [2.63, 2.86, -0.54], [-0.54, 1.82, 0.01], [3.47, 0.39, 0.22], [0.17, -2.31, 0.16], [-4.06, 0.39, 0.62], [-4.35, -0.65, -0.77], [-4.27, 1.15, -0.93], [3.73, -1.92, -0.57]]
}


What is the formula in the second record? C8H8O4


What did the first record say?
{
  "formula": "C8H8O3",
  "method": "the ωB97M-V functional and the def2-TZVPD basis",
  "e_homo_ev": -7.8,
  "de_lowest_ev": 6.557,
  "homo_lumo_gap_ev": 8.6,
  "elements": ["O", "O", "O", "C", "C", "C", "C", "C", "C", "C", "C", "H", "H", "H", "H", "H", "H", "H", "H"],
  "positions_angstrom": [[3.79, -1.14, 0.87], [-2.06, -1.41, -0.84], [-1.97, 0.51, 0.43], [-2.72, -0.45, 1.06], [0.31, 2.02, 0.00], [-1.54, -0.08, -0.79], [2.15, 0.21, -0.27], [-0.55, 2.85, 0.11], [-2.77, -1.56, 0.33], [1.30, 1.04, -0.14], [3.23, -0.79, -0.38], [-0.44, -0.13, -0.81], [4.00, -0.41, -1.08], [2.83, -1.72, -0.80], [-1.31, 3.60, 0.21], [-3.27, -2.52, 0.48], [-3.17, -0.19, 2.00], [4.11, -0.34, 1.28], [-1.92, 0.50, -1.64]]
}


What is the formula in the first record? C8H8O3